This record from OMol25 describes 16 unconnected molecules or ions with the total composition C82H212N16O25 in a non-equilibrium geometry. The level of theory is ωB97M-V/def2-TZVPD.

Each line ends with the Mulliken charge.
Element x y z (Å)
C 15.5351 29.1442 -1.5179  -1.526
C 17.0435 28.7574 -1.3627  0.523
C 17.5309 28.4197 0.0707  -0.693
O 17.3834 29.4492 0.9942  -0.350
C 17.6464 29.1750 2.3510  -0.742
N 17.2544 27.6207 -2.2666  -0.151
H 14.9007 28.4652 -0.9481  0.231
H 15.2612 28.9898 -2.5616  0.392
H 15.3465 30.1993 -1.3199  0.388
H 17.6839 29.5259 -1.7957  0.470
H 18.5803 28.1327 0.0038  0.407
H 17.0414 27.4833 0.3386  0.326
H 18.6470 29.5234 2.6069  0.269
H 17.4884 28.1633 2.7249  0.312
H 16.9612 29.8844 2.8149  0.265
H 16.7027 26.8947 -1.8322  -0.038
H 18.1908 27.2730 -2.1166  -0.117
C 17.7518 16.0226 -2.7772  -1.550
C 17.1983 16.6438 -4.0834  0.049
C 17.0186 18.1476 -3.8684  -0.599
O 18.1879 18.7829 -3.3313  -0.352
C 18.0148 20.1664 -3.1780  0.785
N 17.9943 16.3376 -5.1625  0.499
H 18.8105 16.1224 -2.5382  0.211
H 17.6599 14.9404 -2.8691  0.468
H 17.1798 16.2749 -1.8843  0.433
H 16.1941 16.2980 -4.3288  0.468
H 16.1113 18.3099 -3.2866  0.561
H 16.7329 18.6831 -4.7738  -0.027
H 18.9641 20.6230 -2.8980  -0.267
H 17.2437 20.3520 -2.4303  0.364
H 17.7046 20.6384 -4.1103  -0.594
H 18.1179 15.3359 -5.1234  -0.239
H 18.8768 16.7730 -4.9353  -0.379
C 20.9966 24.7128 -11.4122  0.631
C 22.0160 25.5546 -12.0713  0.691
C 22.9885 24.5025 -12.5612  -1.385
O 23.6522 23.6591 -11.6470  -0.089
C 24.7278 24.2677 -11.0137  -0.603
N 21.3644 26.2916 -13.1127  -0.753
H 20.4141 25.3375 -10.7350  -0.388
H 21.4520 23.9282 -10.8081  -0.734
H 20.4670 24.2009 -12.2156  0.413
H 22.5173 26.2652 -11.4140  0.166
H 23.8114 24.9709 -13.1012  0.441
H 22.5416 23.8013 -13.2659  0.397
H 24.4109 25.0986 -10.3835  0.269
H 25.4280 24.7147 -11.7194  0.386
H 25.2445 23.5523 -10.3739  -0.031
H 21.1383 25.5656 -13.7774  0.382
H 20.5235 26.5502 -12.6165  0.256
C 22.7276 18.7375 -9.0414  -1.777
C 22.7952 19.9948 -9.9806  0.660
C 21.9262 19.9330 -11.1382  -0.629
O 22.0319 18.7900 -12.0023  -0.513
C 20.7988 18.3645 -12.6789  -0.473
N 22.6367 21.1898 -9.2612  0.569
H 21.6837 18.6788 -8.7332  0.203
H 23.3633 18.7606 -8.1562  0.292
H 22.9483 17.8808 -9.6782  0.720
H 23.8017 20.0576 -10.3943  0.687
H 22.2359 20.8185 -11.6932  0.537
H 20.9303 19.8968 -10.6967  0.005
H 20.7604 17.4469 -13.2661  0.358
H 20.6772 19.1765 -13.3958  0.332
H 19.9889 18.3535 -11.9495  0.025
H 22.7696 21.9405 -9.9237  -0.178
H 23.4342 21.2479 -8.6442  -0.913
C 28.1535 20.1560 -5.0155  -1.406
C 27.0403 20.3151 -6.0142  0.711
C 27.2571 19.3075 -7.2362  -0.484
O 28.5580 19.5140 -7.7272  -0.324
C 28.8008 18.9050 -8.9738  -0.861
N 25.8125 20.0980 -5.2507  2.033
H 28.3795 19.0922 -4.9409  0.056
H 27.8883 20.5276 -4.0258  0.350
H 29.0605 20.6469 -5.3682  0.304
H 26.9726 21.3125 -6.4486  0.192
H 26.5464 19.4835 -8.0437  0.217
H 27.0251 18.3097 -6.8639  0.426
H 29.0800 17.8550 -8.8864  0.300
H 29.6295 19.3920 -9.4879  0.282
H 27.9397 18.9422 -9.6411  0.334
H 25.7461 20.5989 -4.3762  -0.677
H 24.9766 20.4663 -5.6816  -0.681
C 27.3582 16.8986 -3.1863  -1.613
C 27.1191 16.2005 -4.4668  0.848
C 26.8224 14.6759 -4.1651  -1.071
O 26.4169 13.9838 -5.3633  -0.291
C 26.4412 12.5711 -5.1904  -0.831
N 26.0353 16.8220 -5.1992  -0.014
H 27.5821 17.9633 -3.2534  0.230
H 28.2109 16.3578 -2.7757  0.499
H 26.4870 16.8474 -2.5334  0.322
H 28.0058 16.3964 -5.0698  0.309
H 26.0190 14.6411 -3.4293  0.429
H 27.6804 14.2502 -3.6446  0.486
H 26.0236 12.0758 -6.0670  0.255
H 25.8401 12.3360 -4.3120  0.342
H 27.4109 12.1070 -5.0108  0.308
H 25.8967 16.3072 -6.0571  0.360
H 26.2982 17.7910 -5.3086  -0.746
C 21.8194 13.8468 -8.0359  -1.461
C 21.0392 14.4585 -6.8664  0.463
C 21.7179 15.7102 -6.3914  -0.697
O 21.1419 16.1114 -5.1581  -0.351
C 21.8130 17.2754 -4.6124  -1.207
N 19.6501 14.7471 -7.2914  0.075
H 22.8758 14.0908 -7.9233  0.398
H 21.4182 14.2566 -8.9628  0.333
H 21.7789 12.7649 -7.9089  0.322
H 21.1289 13.7475 -6.0450  0.353
H 21.5854 16.5878 -7.0241  -0.128
H 22.7832 15.6285 -6.1757  0.622
H 22.8814 17.2418 -4.3990  0.470
H 21.4048 17.4860 -3.6239  0.303
H 21.6122 18.2132 -5.1304  0.435
H 19.8126 15.3639 -8.0745  0.311
H 19.2111 15.3556 -6.6153  -0.067
C 25.5636 26.2136 -2.7889  -0.794
O 25.6476 24.8992 -2.4207  -0.438
C 26.6287 24.1590 -3.1814  -0.250
C 26.7323 22.7356 -2.5455  -1.266
N 25.5736 21.9339 -2.9643  0.658
C 25.5455 20.7133 -2.1918  -1.009
C 24.1578 20.0293 -2.0615  -0.275
O 23.1938 21.1006 -2.1723  -0.159
C 22.0732 20.8500 -1.3238  -0.797
H 26.5546 26.6497 -2.9149  0.372
H 24.9974 26.7785 -2.0484  0.277
H 25.0288 26.3176 -3.7330  0.223
H 27.6014 24.6384 -3.0712  0.788
H 26.3299 24.0835 -4.2269  -0.097
H 26.9985 22.9161 -1.5040  0.413
H 27.6647 22.2862 -2.8871  0.559
H 24.6764 22.3376 -2.7356  -0.349
H 25.9407 20.9473 -1.2033  0.742
H 26.2788 20.0115 -2.5892  0.380
H 24.2000 19.4864 -1.1173  0.588
H 24.0184 19.3261 -2.8826  -0.240
H 21.4589 21.7501 -1.3031  -0.096
H 22.3857 20.6120 -0.3070  0.429
H 21.5281 19.9709 -1.6675  0.269
C 14.5681 23.2210 -4.5694  -0.875
O 14.8273 22.7903 -5.9091  0.151
C 15.2685 21.4471 -6.0081  0.178
C 15.0090 21.1003 -7.4503  -0.172
N 13.6458 20.8541 -7.8047  -0.258
C 13.4625 20.8551 -9.2912  1.200
C 12.2639 20.1346 -9.7809  -1.049
O 11.3403 21.0309 -10.3620  -0.245
C 10.0256 20.5635 -10.3999  -0.898
H 13.6313 22.8039 -4.2000  0.355
H 14.3358 24.2766 -4.7104  0.233
H 15.3442 22.8694 -3.8897  0.205
H 14.6631 20.6890 -5.5112  0.596
H 16.3319 21.4576 -5.7690  -0.723
H 15.6470 20.2169 -7.4783  0.136
H 15.5393 21.7067 -8.1845  -0.116
H 12.9478 21.3737 -7.2920  0.302
H 14.3086 20.3830 -9.7904  -0.577
H 13.4402 21.8711 -9.6852  0.118
H 11.8063 19.5342 -8.9946  0.469
H 12.5535 19.4495 -10.5776  0.170
H 9.8616 19.7528 -11.1099  0.326
H 9.2704 21.2944 -10.6889  0.260
H 9.7010 20.2777 -9.3994  0.353
C 17.4074 26.7690 -12.5637  -0.656
O 17.0747 26.9339 -11.2482  -0.030
C 17.8776 27.9671 -10.6655  -0.740
C 17.4530 28.0299 -9.2294  0.719
N 16.0449 28.5365 -9.0940  -0.442
C 15.6146 28.4938 -7.6671  -0.248
C 15.1132 27.1516 -7.2476  0.018
O 14.0270 26.5875 -8.0585  -0.503
C 13.8911 25.1822 -8.0425  -0.185
H 16.4899 26.3912 -13.0148  0.102
H 18.1273 25.9570 -12.6662  0.127
H 17.7318 27.6115 -13.1745  0.404
H 17.7506 28.8480 -11.2947  0.512
H 18.9446 27.7460 -10.6937  0.148
H 18.1044 28.8204 -8.8569  0.191
H 17.6974 27.0940 -8.7271  -0.559
H 15.4370 27.9932 -9.6902  0.389
H 14.7776 29.1910 -7.6271  0.561
H 16.3969 28.8210 -6.9822  -0.570
H 14.6534 27.2831 -6.2681  0.591
H 15.9340 26.4665 -7.0356  -0.140
H 13.0319 24.9140 -8.6572  0.196
H 13.6863 24.9235 -7.0037  0.255
H 14.7863 24.6713 -8.3971  -0.036
C 22.3072 24.5022 -3.1110  0.199
O 21.0967 23.7428 -3.1139  -0.066
C 20.0188 24.4824 -3.6875  0.239
C 18.6934 23.6802 -3.4915  0.238
N 18.4999 23.2300 -2.0988  0.354
C 17.7719 24.1422 -1.1851  -0.593
C 16.3623 24.3401 -1.6906  -0.517
O 15.7800 25.2875 -0.8222  -0.346
C 14.3429 25.1608 -0.7130  -0.955
H 22.4163 24.9928 -4.0782  0.257
H 23.1641 23.8295 -3.0759  -0.832
H 22.4090 25.3002 -2.3755  0.441
H 20.2516 24.6675 -4.7362  -0.165
H 19.8055 25.4168 -3.1683  0.145
H 18.6887 22.8005 -4.1350  -1.100
H 17.8408 24.2692 -3.8297  0.317
H 19.3943 22.9334 -1.7351  0.025
H 18.3316 25.0752 -1.1209  0.193
H 17.7312 23.6381 -0.2195  0.498
H 15.8738 23.3669 -1.6435  0.623
H 16.2934 24.8263 -2.6637  0.260
H 14.0626 25.2538 -1.7622  0.372
H 13.9585 25.9603 -0.0796  0.273
H 14.0890 24.1697 -0.3371  0.341
C 26.0486 26.1506 -8.2359  -0.794
O 26.0828 24.6890 -8.2789  0.348
C 27.3055 24.0730 -8.6224  -0.976
C 28.3718 24.4997 -7.6057  -0.439
N 29.6600 23.9047 -8.1591  -0.422
C 30.8178 24.2981 -7.2739  -0.440
C 31.3351 25.6588 -7.6565  -0.505
O 32.6946 25.8303 -7.2596  -0.400
C 32.8644 26.0888 -5.8689  -0.637
H 26.5784 26.5179 -7.3570  0.294
H 25.0120 26.4877 -8.2266  -0.110
H 26.4285 26.4353 -9.2171  0.448
H 27.5472 24.4785 -9.6049  0.386
H 27.0909 23.0043 -8.6210  0.333
H 28.3036 24.2418 -6.5488  0.217
H 28.5229 25.5777 -7.6638  0.542
H 29.5246 22.9040 -8.1782  0.212
H 31.6233 23.6412 -7.6020  0.362
H 30.5686 24.2466 -6.2140  0.307
H 30.7776 26.4940 -7.2326  0.320
H 31.3504 25.7489 -8.7427  0.299
H 33.9399 26.0482 -5.6962  0.253
H 32.2148 25.4541 -5.2662  0.285
H 32.6669 27.1121 -5.5496  0.265
C 24.1294 22.7758 -6.1732  -0.273
O 23.7023 21.4322 -6.2599  0.541
C 22.5708 21.2175 -5.3902  0.930
C 21.1825 21.6935 -5.9988  0.221
N 20.7095 20.8902 -7.1420  1.374
C 19.3713 21.1646 -7.5728  -0.522
C 19.2471 22.4555 -8.4258  0.419
O 19.3968 23.6202 -7.6275  -0.037
C 18.0650 24.1536 -7.2763  -0.055
H 25.0728 22.9170 -6.7005  -0.539
H 24.5375 22.9541 -5.1783  -0.376
H 23.4094 23.5518 -6.4333  0.306
H 22.6669 21.7078 -4.4214  -0.567
H 22.4790 20.1428 -5.2332  -0.895
H 21.2640 22.7450 -6.2739  -0.284
H 20.4666 21.6215 -5.1800  0.020
H 21.3167 21.0723 -7.9283  -0.927
H 18.6534 21.0914 -6.7559  0.052
H 19.1183 20.3935 -8.3005  0.020
H 18.4204 22.4637 -9.1361  0.140
H 20.1787 22.4920 -8.9905  -0.189
H 18.1738 24.6702 -6.3227  -0.118
H 17.2495 23.4320 -7.2276  0.140
H 17.6536 24.9195 -7.9337  -0.467
C 14.9775 19.5462 -12.1510  -0.611
O 15.9411 19.2008 -11.1946  -0.296
C 17.2617 19.7968 -11.2558  0.114
C 17.3290 21.2460 -11.8118  -0.835
N 16.5920 22.1848 -10.9459  1.370
C 16.2914 23.4786 -11.5632  0.174
C 15.1210 23.4316 -12.6045  -0.886
O 13.8521 23.2963 -11.9108  -0.080
C 13.0381 24.4690 -11.7970  -0.859
H 14.6242 20.5662 -11.9994  0.219
H 14.1136 18.9035 -11.9817  0.188
H 15.3602 19.4296 -13.1649  0.299
H 17.8265 19.1541 -11.9312  0.275
H 17.9026 19.7044 -10.3790  -0.430
H 16.9691 21.2596 -12.8406  0.543
H 18.3887 21.4862 -11.8975  0.206
H 15.7150 21.7670 -10.6692  -0.902
H 17.2025 23.9457 -11.9372  0.082
H 15.9800 24.0579 -10.6940  -0.038
H 15.2093 22.5708 -13.2674  0.162
H 15.0518 24.3298 -13.2180  0.415
H 13.6353 25.2224 -11.2833  0.253
H 12.0771 24.3199 -11.3047  0.277
H 12.7637 24.9697 -12.7255  0.373
C 21.8597 29.1188 -8.5337  -0.870
O 20.6520 28.3623 -8.7497  -0.373
C 20.7740 27.0114 -8.2546  0.969
C 20.6096 26.9662 -6.7105  -0.250
N 19.4168 27.8220 -6.3695  0.512
C 19.6794 28.4526 -5.1151  -0.568
C 18.4221 29.3443 -4.7080  -0.383
O 18.1955 30.4862 -5.5438  -0.452
C 17.0049 31.2025 -5.4157  -0.636
H 21.7080 30.1774 -8.7441  0.284
H 22.7196 28.7993 -9.1225  0.259
H 22.1612 29.0509 -7.4885  0.283
H 21.7880 26.6304 -8.3759  0.694
H 20.0644 26.3163 -8.7033  -0.894
H 21.5188 27.2802 -6.1977  0.282
H 20.3160 25.9842 -6.3395  -0.869
H 19.4530 28.4171 -7.1847  0.122
H 20.5615 29.0905 -5.0598  0.316
H 19.9112 27.6771 -4.3850  0.197
H 18.6940 29.5954 -3.6827  0.404
H 17.5507 28.6971 -4.6082  0.287
H 16.1264 30.6620 -5.7682  0.221
H 17.2206 32.0856 -6.0172  0.267
H 16.7249 31.5292 -4.4142  0.287
C 18.6578 10.1163 -4.1440  -0.744
O 19.4230 10.5337 -5.1936  -0.448
C 18.9198 11.7386 -5.8000  0.135
C 17.4886 11.5882 -6.5053  -0.655
N 16.9476 12.9527 -6.6999  0.010
C 15.6964 13.1438 -7.4174  -0.825
C 15.3366 14.5406 -7.6336  -0.410
O 16.2989 14.9900 -8.5621  -0.435
C 16.6005 16.3743 -8.4293  -0.514
H 18.3311 10.9279 -3.4939  0.294
H 19.2546 9.3809 -3.6044  0.283
H 17.6984 9.7014 -4.4533  0.287
H 19.6578 12.0402 -6.5433  -0.004
H 18.8859 12.5719 -5.0982  0.176
H 16.7286 10.9576 -6.0442  0.445
H 17.5373 11.2008 -7.5230  0.352
H 17.6076 13.5432 -7.1857  -0.088
H 14.9105 12.6538 -6.8426  0.483
H 15.6675 12.6922 -8.4090  0.340
H 15.3984 15.1216 -6.7134  0.150
H 14.4035 14.7570 -8.1536  0.424
H 17.2027 16.7201 -9.2694  0.255
H 16.9992 16.6735 -7.4600  0.041
H 15.6496 16.8908 -8.5602  0.391

Force components x, y, z for each atom (eV/Å):
C 1.07 -0.06 -0.17
C -0.39 0.64 -0.31
C 0.17 -0.54 -0.89
O -0.61 -0.13 -0.62
C -0.19 1.36 0.04
N -0.11 -0.42 0.73
H -0.04 0.22 0.32
H 0.15 -0.03 -0.11
H -0.08 -0.19 0.49
H -0.21 0.53 0.36
H 0.52 0.04 -0.20
H -0.54 -0.08 0.50
H 0.30 -0.30 0.03
H -0.17 -0.15 -0.42
H 0.01 -0.35 0.71
H -0.45 -0.58 -0.21
H 0.56 0.02 -0.18
C -0.83 -1.11 0.29
C -1.27 1.58 2.85
C 0.05 0.62 -0.36
O -0.40 -0.90 -0.27
C -0.05 -0.11 -0.02
N 1.57 -0.04 -1.84
H 0.04 0.81 -0.49
H -0.23 -0.27 -0.08
H -0.06 0.25 0.00
H -0.29 -0.31 0.55
H 0.15 -0.01 0.99
H 0.33 -0.20 -0.74
H -0.08 -0.17 0.22
H 0.02 0.31 0.21
H -0.13 0.04 -0.29
H 0.31 -0.32 -0.28
H 0.75 -0.27 -0.50
C -0.43 -0.48 1.83
C 1.15 -1.30 0.90
C 2.09 0.33 -1.74
O -0.85 -0.46 0.52
C 0.39 0.61 0.64
N 0.72 0.38 -0.51
H -0.76 -0.32 -0.21
H -0.03 -0.01 0.26
H -0.60 0.12 0.25
H 0.05 -0.11 0.30
H -0.01 0.41 -0.55
H -0.57 0.17 -0.08
H -0.17 0.04 0.29
H 0.24 -0.19 -0.37
H -0.17 -0.05 -0.19
H -0.64 0.24 -0.58
H -0.63 0.47 -0.76
C -0.71 0.83 -1.37
C 3.58 -3.33 1.19
C -1.98 -0.85 -1.51
O 0.38 -1.48 0.22
C 0.64 2.40 0.63
N -0.53 1.73 0.46
H -0.07 -0.23 0.34
H 0.09 0.23 -0.15
H 0.09 -0.16 0.25
H 0.61 -0.71 -0.23
H -0.99 0.41 -0.47
H -0.69 0.79 -0.45
H 1.11 -0.25 0.57
H -0.85 -0.01 -0.22
H -0.14 -0.02 -0.06
H -0.08 0.62 -0.10
H -0.05 0.18 0.54
C 0.97 -0.03 -0.44
C -0.95 -0.16 -0.24
C -0.82 1.18 1.33
O 0.21 -0.01 -0.12
C 0.19 -0.29 -0.30
N -0.48 -1.43 -0.48
H 0.12 -0.06 0.20
H 0.00 0.06 -0.17
H 0.12 -0.02 0.15
H 0.61 0.41 -0.21
H -0.33 0.30 -0.06
H 0.62 -0.30 -0.16
H -0.06 -0.23 0.27
H 0.01 0.26 0.26
H -0.27 0.18 0.02
H 1.01 0.20 -0.15
H 0.17 -0.40 -0.80
C 0.12 0.02 1.16
C -0.65 -0.83 -0.94
C -0.09 1.41 -0.91
O 1.12 -0.05 0.60
C -0.56 0.14 0.35
N -0.61 -0.72 0.85
H 0.22 -0.11 -0.37
H 0.07 0.38 0.72
H -0.02 -0.30 0.18
H 0.71 -0.99 -0.05
H -0.41 0.06 -0.01
H 0.38 -0.36 -0.45
H -0.15 0.32 -0.01
H -0.28 -0.28 0.04
H 0.50 0.49 -0.06
H -0.06 0.41 -0.32
H -0.70 0.18 -0.36
C 0.02 0.12 0.90
C 0.44 0.31 -0.34
C 0.39 1.20 1.03
O 0.56 1.11 1.25
C -0.96 0.15 0.84
N 0.81 -0.47 0.21
H 0.05 0.17 -0.24
H 0.22 -0.50 -0.22
H -0.33 -0.04 -0.80
H -0.61 0.02 0.22
H 0.06 -0.16 -0.92
H 0.33 -0.53 -0.44
H 0.33 -0.82 -0.71
H -0.47 -0.44 0.11
H -0.11 -0.22 -0.80
H -0.44 0.09 -0.53
H -0.08 0.02 0.17
C -0.25 1.08 -0.58
O 0.63 -1.92 0.17
C -0.43 -0.92 1.35
C -0.12 1.80 -1.69
N 0.43 -0.02 0.92
C 0.48 -0.93 0.82
C 1.17 1.41 -1.22
O -0.03 -1.14 1.33
C 0.19 0.03 -0.15
H 0.16 0.29 0.07
H 0.12 -0.10 0.16
H -0.08 0.13 -0.40
H 0.11 0.26 -0.19
H 0.03 0.12 -0.18
H -1.03 -0.32 0.70
H -0.13 -0.25 -0.58
H 0.08 0.91 0.00
H -0.26 -0.10 0.54
H -0.09 -0.32 -0.15
H -0.66 0.15 0.15
H -0.19 -0.11 -0.06
H -0.05 -0.16 -0.20
H 0.21 0.18 0.18
H -0.34 0.08 -0.24
C -0.77 -0.40 -1.27
O -0.55 0.05 1.42
C -0.82 1.40 -1.74
C 1.80 -0.84 0.02
N -0.14 -1.04 -1.21
C 0.67 0.68 1.11
C -0.91 -0.70 -0.70
O -0.47 1.04 0.02
C -0.75 -0.30 0.29
H -0.23 -0.41 0.03
H 0.76 0.25 0.74
H 0.32 0.72 0.06
H 0.05 0.26 1.03
H 0.07 -0.61 0.15
H -0.39 -1.08 -0.69
H -0.04 0.95 0.17
H 0.24 0.40 -0.23
H 0.38 -0.11 0.71
H -0.09 0.28 -0.11
H -0.13 0.04 0.22
H 0.06 -0.36 0.00
H 0.30 -0.46 0.05
H 0.64 0.71 -0.20
H 0.03 -0.49 0.17
C -0.90 -1.82 -1.55
O 0.65 1.19 0.86
C -0.64 -1.09 0.09
C -0.70 2.14 -0.54
N 2.06 -0.35 0.92
C -1.07 0.09 -2.29
C -1.40 -1.31 1.18
O 1.40 1.38 -0.69
C 0.06 0.62 0.83
H -0.01 -0.06 -0.52
H 0.52 -0.02 -0.17
H 0.08 0.52 0.51
H -0.27 0.52 0.50
H 0.27 -0.43 -0.11
H -0.03 -0.06 0.69
H -0.19 -0.18 0.07
H -0.23 -0.24 0.23
H -0.03 0.19 0.35
H 0.13 -0.03 -0.23
H -0.01 0.09 0.46
H 0.11 -0.49 -0.68
H 0.09 0.09 -0.03
H 0.02 -0.69 0.03
H 0.12 -0.13 -0.01
C 0.12 -0.34 -1.12
O 0.11 0.78 0.37
C -1.08 -0.89 0.46
C 0.88 -0.25 0.22
N -0.68 0.07 -0.55
C 1.26 -0.85 -1.34
C 0.16 0.78 0.67
O -0.79 0.09 1.71
C 1.59 -0.03 -1.09
H -0.08 0.20 -0.33
H -0.22 -0.11 0.49
H -0.41 -0.23 0.49
H -0.20 0.08 -0.14
H 0.64 0.45 0.15
H 0.20 -0.14 -0.08
H 0.15 0.20 0.08
H -0.03 0.12 0.19
H -0.32 0.44 0.42
H 0.00 0.29 0.10
H -0.31 -0.01 -0.24
H 0.17 -0.66 -0.48
H -1.13 0.08 0.10
H 0.08 -0.12 -0.16
H -0.17 0.02 0.13
C 0.14 -2.00 -0.83
O -1.83 0.80 0.97
C -0.57 1.79 1.42
C 2.41 -0.89 -2.03
N -0.40 1.48 1.58
C -0.81 -0.87 -1.87
C 0.67 0.81 -0.01
O -0.07 0.16 0.48
C 0.30 0.39 -0.53
H 0.12 0.28 -0.30
H -0.08 -0.38 0.30
H 0.56 0.77 0.21
H 0.69 -0.49 -0.23
H 0.28 -0.04 -0.15
H -0.85 -0.33 0.05
H -0.21 0.05 0.00
H 0.32 -0.24 0.24
H 0.11 -0.30 0.71
H 0.14 -0.35 0.15
H -0.42 0.07 -0.03
H -0.19 -0.04 0.03
H -0.11 -0.86 0.31
H 0.53 -0.34 0.22
H -0.65 0.45 -0.48
C 1.52 0.15 0.63
O -1.53 0.84 0.03
C -1.87 -0.06 -1.17
C 1.16 -0.52 -0.15
N 0.51 -0.02 1.65
C -0.51 0.41 -1.33
C 1.60 -0.40 0.65
O -2.98 1.16 0.24
C 0.98 0.29 0.40
H -0.37 -0.18 -0.98
H -0.64 0.14 0.66
H -0.19 -0.26 -0.20
H 0.44 0.12 -0.05
H 0.28 -0.04 -0.04
H 0.00 0.33 0.15
H -0.14 -0.02 0.06
H 0.35 -0.13 -0.17
H -0.09 0.17 0.13
H -0.26 -0.48 0.04
H -0.38 0.18 0.25
H -0.03 -0.38 -0.54
H -0.01 -0.20 0.20
H 0.37 -0.60 0.25
H 0.60 0.10 -0.72
C 0.20 0.33 -0.03
O 1.10 0.17 1.74
C -0.14 0.19 -2.05
C -0.72 -0.74 0.73
N 0.87 -0.39 -0.75
C -0.88 -0.31 0.31
C -0.45 0.64 1.12
O -0.40 -0.39 -0.35
C 1.14 0.65 -0.12
H -0.06 0.26 -0.26
H 0.22 -0.19 -0.13
H -0.11 -0.05 -0.22
H 0.10 0.08 -0.64
H -1.15 0.06 0.92
H -0.26 -0.08 -0.25
H 0.15 0.31 0.33
H -0.10 -0.13 0.14
H 0.00 -0.15 -0.22
H -0.24 0.62 -0.34
H 0.04 -0.05 0.02
H 0.34 0.13 -0.09
H -0.21 0.22 0.50
H 0.43 -0.70 0.36
H 0.23 -0.47 -0.71
C -0.29 -0.07 0.51
O 0.89 -0.52 -0.26
C 0.80 -0.07 1.55
C -2.06 0.20 -0.32
N 2.03 -1.36 -0.90
C -2.09 1.93 -0.14
C 1.02 -0.95 0.61
O 1.40 -1.46 0.37
C -0.16 0.31 -0.04
H -0.46 -0.18 -0.14
H -0.18 -0.42 -0.35
H -0.02 0.01 0.18
H 0.13 -0.07 -0.80
H -0.13 0.50 -0.33
H 0.15 0.22 0.06
H 0.64 -0.39 -0.44
H -0.67 1.16 0.52
H 0.36 0.39 -0.45
H -0.67 -0.06 0.36
H -0.33 0.82 0.25
H -0.19 0.02 -0.36
H 0.00 -0.14 -0.40
H -0.60 0.06 -0.04
H 0.50 -0.02 0.45
C -0.92 -0.51 1.02
O 0.35 1.60 -1.62
C -0.98 -1.01 -0.85
C 0.26 1.48 -0.97
N -0.14 0.96 0.69
C -0.75 -2.55 0.77
C 0.61 1.73 -0.52
O 1.75 0.86 -0.12
C -1.24 0.10 -0.56
H 0.45 0.35 0.41
H -0.30 -0.01 0.19
H -0.04 -0.58 -0.22
H -0.16 -0.23 -0.15
H -0.29 -0.10 0.44
H 0.27 0.15 0.71
H 0.81 -0.73 -0.09
H 0.68 -0.11 0.02
H -0.25 -0.15 0.08
H 0.24 -0.44 -0.32
H -0.05 0.10 0.23
H -0.70 -0.61 0.55
H 0.32 -0.36 0.14
H 0.33 -0.34 0.05
H -0.22 0.51 0.08

- Kohn-Sham gap: 8.04 eV
- Calculated total energy: -6007.71422 hartree